DFT (ωB97M-V with the def2-TZVPD basis set) results for a cluster of 3 separate species, C7H19INO3 in total at a distorted geometry.

As for the net charge: -1. The calculation puts the relative energy (zero: lowest compared OMol25 entry of this formula, charge and spin) at 7.8 kcal per mole. Its spin multiplicity is 1. The HOMO energy comes out at -3.58 eV. Its maximum force is 1.91 eV Å⁻¹.

Last column: Mulliken charge in e.
Atoms and positions in Å:
I1 -19.797 -13.271 -10.013  -0.805
C1 -15.662 -16.997 -10.057  -0.785
O1 -17.030 -17.130 -10.252  -0.261
C2 -17.356 -17.364 -11.598  -0.590
C3 -18.743 -16.882 -12.003  -0.619
N1 -19.820 -17.271 -11.103  -0.086
C4 -21.084 -16.657 -11.485  -0.636
C5 -22.195 -17.025 -10.525  -0.614
O2 -21.880 -16.753 -9.179  -0.187
C6 -22.864 -17.124 -8.302  -0.838
H1 -15.170 -16.124 -10.512  0.311
H2 -15.151 -17.904 -10.421  0.305
H3 -15.397 -16.889 -9.003  0.253
H4 -17.313 -18.445 -11.793  0.295
H5 -16.628 -16.884 -12.257  0.378
H6 -18.846 -17.327 -13.007  0.267
H7 -18.788 -15.790 -11.998  0.369
H8 -19.978 -18.274 -11.205  0.204
H9 -21.375 -16.934 -12.512  0.319
H10 -20.982 -15.563 -11.502  0.254
H11 -22.364 -18.117 -10.565  0.307
H12 -23.131 -16.526 -10.800  0.370
H13 -23.858 -16.696 -8.533  0.308
H14 -22.726 -16.719 -7.296  0.267
H15 -23.019 -18.206 -8.187  0.315
C7 -22.318 -9.810 -9.222  -0.446
O3 -22.569 -10.668 -10.325  -0.483
H16 -21.793 -8.912 -9.569  0.211
H17 -23.244 -9.561 -8.710  0.203
H18 -21.635 -10.313 -8.530  0.200
H19 -21.762 -11.189 -10.462  0.215

***

DFT (ωB97M-V with the def2-TZVPD basis set) results for a cluster of 2 separate species, C7H19NO in total at a distorted geometry.

As for the net charge: 0. The calculation puts the relative energy (zero: lowest compared OMol25 entry of this formula, charge and spin) at 100.3 kcal per mole. The SMILES is CCCCCN(C)C.O. Its spin multiplicity is 1. The HOMO energy comes out at -7.84 eV. Its maximum force is 6.37 eV Å⁻¹.

Last column: Mulliken charge in e.
Atoms and positions in Å:
C1 -1.379 0.279 -0.352  -0.680
C2 -1.766 -0.134 1.047  -0.833
C3 -1.792 -1.677 1.429  -0.628
C4 -2.212 -2.477 0.100  -0.973
C5 0.273 0.194 -0.305  -0.536
N1 1.325 1.204 -0.220  0.253
C6 1.136 2.467 -1.036  -0.975
C7 1.998 1.336 1.062  -1.167
H1 -1.639 -0.446 -1.023  0.395
H2 -1.544 1.384 -0.576  0.360
H3 -2.694 0.363 1.373  0.411
H4 -1.098 0.476 1.747  0.307
H5 -2.473 -1.933 2.163  0.490
H6 -0.893 -1.914 1.919  0.377
H7 -2.245 -3.499 0.424  0.378
H8 -3.171 -2.151 -0.529  0.256
H9 -1.476 -2.202 -0.747  0.204
H10 0.711 -0.416 -1.077  -0.190
H11 0.412 -0.386 0.609  0.487
H12 2.083 2.631 -1.567  0.318
H13 1.183 3.280 -0.289  0.336
H14 0.160 2.554 -1.667  0.303
H15 1.404 1.136 1.817  0.421
H16 2.636 2.279 1.115  0.358
H17 2.836 0.655 1.049  0.299
H18 3.313 -1.404 -2.183  0.279
H19 2.353 -0.540 -1.777  0.331
O1 2.560 -1.060 -2.505  -0.580

***

DFT (ωB97M-V with the def2-TZVPD basis set) results for the molecule C7H19PSi at a distorted geometry.

As for the net charge: 0. The calculation puts the relative energy (zero: lowest compared OMol25 entry of this formula, charge and spin) at 31.1 kcal per mole. The SMILES is C[Si](C)(C)C=P(C)(C)C. Its spin multiplicity is 1. The HOMO energy comes out at -7.10 eV. Its maximum force is 4.64 eV Å⁻¹.

Last column: Mulliken charge in e.
Atoms and positions in Å:
C1 -0.655 -1.171 -0.348  -0.710
C2 1.180 1.046 -1.898  -0.729
C3 -2.004 1.408 -1.002  -1.001
C4 -0.924 -0.746 -3.304  -1.083
C5 0.296 -2.039 2.458  -1.377
C6 2.190 0.182 1.487  -1.328
C7 -0.639 0.703 2.343  -1.405
Si1 -0.613 0.319 -1.630  0.378
P1 0.457 -0.488 1.417  1.073
H1 -0.018 -2.054 -0.730  0.206
H2 1.231 2.199 -1.931  0.300
H3 1.597 0.738 -0.933  -0.245
H4 1.590 0.908 -2.869  0.437
H5 -2.406 2.337 -1.364  0.486
H6 -2.894 0.904 -0.565  0.364
H7 -1.531 1.811 -0.044  0.129
H8 -0.236 -1.662 -3.244  0.272
H9 -2.001 -1.166 -3.323  0.251
H10 -0.714 -0.285 -4.268  0.356
H11 -0.656 -2.302 2.220  0.401
H12 0.961 -2.818 2.300  0.404
H13 0.433 -1.623 3.471  0.375
H14 2.274 1.104 0.875  0.411
H15 2.703 0.227 2.418  0.402
H16 2.974 -0.342 0.882  0.425
H17 -1.554 0.656 1.906  0.409
H18 -0.784 0.404 3.351  0.451
H19 -0.257 1.748 2.325  0.348

***

DFT (ωB97M-V with the def2-TZVPD basis set) results for a structure of composition C7H20ClErIrSi at a distorted geometry.

As for the net charge: -1. The calculation puts the relative energy (zero: lowest compared OMol25 entry of this formula, charge and spin) at 14.3 kcal per mole. Its spin multiplicity is 8. The HOMO energy (alpha / beta) comes out at -1.26 / -4.64 eV. As for the expectation value of S²: 15.765. Its maximum force is 4.53 eV Å⁻¹.

Last column: Mulliken spin population.
Atoms and positions in Å:
Er1 -0.767 2.504 -1.434  3.935
Cl1 0.272 0.388 -2.338  0.030
C1 0.467 4.284 -2.455  -0.017
C2 -2.132 2.437 -3.363  -0.019
H1 -0.239 5.044 -2.799  -0.001
H2 0.865 4.669 -1.496  0.030
H3 1.281 4.364 -3.159  0.005
H4 -2.493 3.443 -3.579  -0.005
H5 -2.956 1.923 -2.833  0.021
H6 -2.067 1.960 -4.327  0.004
Ir1 0.001 0.275 0.327  1.631
C3 1.935 0.662 0.787  0.290
C4 -0.910 0.447 1.915  0.668
H7 1.923 1.775 0.681  0.011
H8 2.083 0.312 1.879  0.008
H9 2.586 0.136 0.034  0.011
H10 -1.841 -0.002 2.354  0.084
H11 -0.486 1.024 2.763  0.063
C5 -1.530 -2.803 1.404  0.070
Si1 0.136 -1.915 1.214  0.156
C6 1.115 -2.466 2.758  0.025
C7 0.978 -2.776 -0.253  -0.003
H12 -2.056 -2.448 2.286  0.002
H13 -1.418 -3.892 1.515  0.007
H14 -2.142 -2.646 0.517  -0.016
H15 1.179 -3.565 2.867  0.009
H16 2.137 -2.118 2.721  -0.003
H17 0.635 -2.114 3.663  -0.001
H18 1.015 -3.864 -0.102  0.008
H19 0.422 -2.598 -1.175  -0.001
H20 2.008 -2.439 -0.372  -0.002

***

DFT (ωB97M-V with the def2-TZVPD basis set) results for the ion C7H20FO5P4S2 with charge -1 at a distorted geometry.

As for the net charge: -1. Its spin multiplicity is 1. The HOMO energy comes out at -3.61 eV. Its maximum force is 1.76 eV Å⁻¹.

Last column: Mulliken charge in e.
Atoms and positions in Å:
C1 -2.174 -2.503 -0.947  -1.216
P1 -0.685 -1.476 -1.248  0.571
C2 -1.023 -0.876 -2.955  -1.368
P2 -0.326 0.290 0.198  0.300
S1 -1.668 1.710 -1.052  -0.179
C3 0.705 -0.814 1.441  -1.084
C4 0.581 -2.301 1.310  -0.339
O1 -0.130 -2.986 2.045  -0.555
C5 1.291 0.828 -0.683  -1.843
C6 2.119 -0.223 -1.429  -0.118
C7 3.570 0.256 -1.564  -0.522
F1 4.396 -0.443 -0.670  -0.331
P3 -2.254 -0.196 1.360  0.407
O2 -1.827 -0.155 2.966  -0.464
O3 -3.390 1.004 1.149  -0.516
P4 0.103 2.198 1.637  0.662
O4 1.324 1.914 2.716  -0.531
O5 -1.221 2.498 2.560  -0.489
S2 0.545 3.930 0.788  -0.528
H1 -3.118 -1.980 -1.083  0.347
H2 -2.144 -3.289 -1.707  0.429
H3 -2.135 -2.995 0.015  0.381
H4 -2.053 -0.540 -3.047  0.338
H5 -0.863 -1.723 -3.618  0.403
H6 -0.368 -0.060 -3.229  0.333
H7 -0.978 1.913 -2.178  0.069
H8 1.765 -0.597 1.333  0.623
H9 0.447 -0.599 2.472  0.530
H10 1.187 -2.810 0.545  0.403
H11 1.108 1.647 -1.369  0.584
H12 1.937 1.245 0.088  0.654
H13 1.765 -0.378 -2.443  0.328
H14 2.182 -1.172 -0.911  -0.015
H15 3.965 0.114 -2.566  0.319
H16 3.659 1.302 -1.279  0.273
H17 -2.256 0.538 3.472  0.300
H18 -3.503 1.489 1.972  0.294
H19 0.932 1.842 3.591  0.256
H20 -1.467 3.399 2.321  0.294

***

DFT (ωB97M-V with the def2-TZVPD basis set) results for a cluster of 5 separate species, C7H20O4 in total at a distorted geometry.

As for the net charge: 0. The calculation puts the relative energy (zero: lowest compared OMol25 entry of this formula, charge and spin) at 85.0 kcal per mole. The SMILES is C=C/C=C/CCC.O.O.O.O. Its spin multiplicity is 1. The HOMO energy comes out at -8.78 eV. Its maximum force is 6.35 eV Å⁻¹.

Last column: Mulliken charge in e.
Atoms and positions in Å:
C1 -2.003 2.281 -0.683  -1.100
C2 -2.318 0.986 -1.466  -0.911
C3 -2.542 -0.172 -0.518  -0.540
C4 -1.216 -0.785 -0.044  0.167
C5 0.019 -0.356 -0.121  0.604
C6 1.209 -0.980 0.369  -0.720
C7 1.817 -1.986 -0.236  -0.976
H1 -1.590 2.070 0.397  0.107
H2 -2.974 2.857 -0.544  0.307
H3 -1.424 3.007 -1.095  0.458
H4 -1.558 0.696 -2.128  0.414
H5 -3.142 0.979 -2.047  0.569
H6 -3.151 -1.094 -0.970  0.280
H7 -3.079 0.189 0.435  0.322
H8 -1.464 -1.705 0.585  0.308
H9 0.207 0.674 -0.427  -0.170
H10 1.581 -0.538 1.298  0.222
H11 1.588 -2.600 -1.053  0.407
H12 2.903 -2.130 0.057  0.243
H13 0.599 1.318 3.588  0.304
H14 -0.705 2.060 3.059  0.325
O1 -0.339 1.279 3.581  -0.641
H15 2.411 -0.268 -1.257  0.366
H16 3.179 -0.543 -2.374  0.323
O2 3.287 -0.120 -1.505  -0.655
H17 1.729 2.294 -0.442  0.282
H18 2.302 3.436 0.500  0.277
O3 1.655 2.783 0.285  -0.569
H19 -0.719 -3.986 0.726  0.257
H20 -0.924 -3.507 -0.717  0.298
O4 -0.299 -3.584 -0.034  -0.559

***

DFT (ωB97M-V with the def2-TZVPD basis set) results for a cluster of 5 separate species, C7H20O7 in total at a distorted geometry.

As for the net charge: 0. The calculation puts the relative energy (zero: lowest compared OMol25 entry of this formula, charge and spin) at 18.8 kcal per mole. The SMILES is O=C1OCCO1.CCO.CCO.O.O. Its spin multiplicity is 1. The HOMO energy comes out at -10.28 eV. Its maximum force is 5.51 eV Å⁻¹.

Last column: Mulliken charge in e.
Atoms and positions in Å:
C1 -1.280 -4.286 0.754  -0.274
C2 -2.473 -3.378 0.564  -0.082
O1 -3.551 -4.101 1.036  -0.310
C3 -3.120 -5.039 1.843  0.651
O2 -3.769 -5.849 2.545  -0.569
O3 -1.719 -5.114 1.763  -0.335
H1 -0.471 -3.613 1.038  0.274
H2 -1.127 -4.964 -0.085  0.287
H3 -2.675 -3.351 -0.507  0.246
H4 -2.458 -2.380 1.000  0.111
O4 -1.769 0.089 2.556  -0.629
H5 -2.718 -0.004 2.474  0.323
H6 -1.436 -0.057 1.670  0.311
O5 -0.436 -0.594 -0.073  -0.614
H7 -0.244 -0.036 -0.827  0.282
H8 0.282 -1.228 -0.054  0.294
C4 2.950 0.889 2.101  -1.197
C5 1.703 1.805 1.756  -0.045
O6 1.616 2.151 0.433  -0.431
H9 3.074 0.219 1.251  0.294
H10 2.888 0.209 2.951  0.352
H11 3.849 1.504 2.154  0.315
H12 1.695 2.731 2.331  0.416
H13 0.794 1.224 1.912  0.030
H14 1.330 3.066 0.483  0.295
C6 1.241 3.295 -2.417  -0.726
C7 0.826 3.618 -3.921  -0.331
O7 1.458 2.814 -4.863  -0.516
H15 0.912 2.329 -2.034  0.086
H16 0.714 3.987 -1.761  0.281
H17 2.301 3.322 -2.167  0.354
H18 0.977 4.653 -4.229  0.257
H19 -0.200 3.288 -4.087  0.272
H20 0.835 2.802 -5.592  0.328

***

DFT (ωB97M-V with the def2-TZVPD basis set) results for the molecule C7H21BO3Si2 at a distorted geometry.

As for the net charge: 0. The SMILES is CCB(O)[Si@H](O)CCO[Si](C)(C)C. Its spin multiplicity is 1. The HOMO energy comes out at -9.49 eV. Its maximum force is 2.08 eV Å⁻¹.

Last column: Mulliken charge in e.
Atoms and positions in Å:
C1 2.955 -2.482 -0.037  -1.012
C2 3.550 -1.207 0.686  -0.397
B1 3.223 0.097 -0.193  0.485
O1 3.489 0.102 -1.581  -0.570
Si1 2.391 1.675 0.690  0.151
O2 2.165 1.377 2.373  -0.565
C3 0.631 1.931 -0.018  -1.017
C4 -0.181 0.587 -0.058  0.019
O3 -1.357 0.749 0.743  -0.500
Si2 -2.696 0.041 -0.056  0.586
C5 -2.299 -1.625 -0.888  -1.120
C6 -3.252 1.294 -1.388  -0.976
C7 -4.024 -0.293 1.261  -1.159
H1 2.520 -2.220 -1.007  0.269
H2 3.745 -3.233 -0.135  0.301
H3 2.156 -2.942 0.558  0.294
H4 3.064 -1.091 1.663  0.234
H5 4.638 -1.308 0.799  0.381
H6 3.365 1.009 -1.842  0.292
H7 3.182 2.907 0.475  -0.162
H8 1.390 1.858 2.642  0.297
H9 0.650 2.344 -1.040  0.431
H10 0.036 2.627 0.594  0.381
H11 -0.403 0.392 -1.118  0.326
H12 0.381 -0.253 0.377  0.158
H13 -1.563 -2.223 -0.332  0.320
H14 -3.227 -2.202 -0.998  0.385
H15 -1.877 -1.495 -1.897  0.332
H16 -3.549 0.818 -2.328  0.335
H17 -2.357 1.898 -1.624  0.232
H18 -3.993 1.999 -0.995  0.324
H19 -4.185 -1.379 1.313  0.320
H20 -4.958 0.257 1.117  0.339
H21 -3.612 -0.008 2.242  0.287